No. 1
The following is a DFT calculation (ωB97M-V/def2-TZVPD) of a single C8H6ClNO3S2 molecule.

Kohn-Sham gap: 7.9 eV
Highest occupied orbital energy: -8.222 eV

Last column: Mulliken charge in e.
Element x y z (Å)
C: -2.035 -1.167 0.778  -0.359
C: -2.556 -1.525 -0.442  -0.481
C: -0.863 -0.531 1.008  -0.701
C: -1.854 -1.300 -1.554  -0.692
C: -0.090 -0.263 -0.134  0.280
C: -0.590 -0.677 -1.390  0.641
C: 1.179 0.449 -0.072  0.920
C: 4.066 1.806 0.617  -0.495
N: 1.354 1.103 1.014  -0.435
O: 1.993 0.441 -1.176  -0.457
O: 2.344 -1.767 -2.587  -0.398
O: 0.158 -0.443 -2.560  -0.505
S: 2.559 2.024 1.565  -0.049
S: 1.814 -0.470 -2.786  0.735
Cl: 4.183 2.484 -1.074  -0.188
H: -2.627 -1.418 1.714  0.260
H: -3.456 -2.057 -0.534  0.439
H: -0.407 -0.307 1.995  0.417
H: -2.153 -1.835 -2.386  0.435
H: 4.636 0.769 0.581  0.305
H: 4.734 2.377 1.158  0.329

***

No. 2
The following is a DFT calculation (ωB97M-V/def2-TZVPD) of 2 unconnected molecules or ions with the total composition C6H12NOPS.

Kohn-Sham gap: 8.8 eV
Structure (SMILES): C/C=C/[C@H]1S[C@@H]1C.[H]/N=P\O
Highest occupied orbital energy: -8.270 eV
Energy relative to the best compared isomer or geometry (same formula, charge and spin): 77.6 kJ/mol

Last column: Mulliken charge in e.
Element x y z (Å)
C: 0.922 -0.552 -1.070  -0.642
C: 0.759 0.881 -0.774  -0.299
C: 1.455 -2.778 -0.315  -1.099
C: 0.937 2.601 1.267  -1.480
C: 1.198 -1.381 -0.105  0.215
C: 0.198 1.492 0.524  0.045
N: -3.306 0.174 1.306  -0.584
O: -3.324 -0.694 -1.131  -0.469
P: -2.426 -0.336 0.118  0.372
S: -0.839 1.853 -0.993  -0.228
H: 0.854 -0.813 -2.108  0.426
H: 1.489 1.455 -1.303  0.538
H: 2.106 -2.828 -1.154  0.331
H: 2.015 -3.320 0.522  0.299
H: 0.536 -3.342 -0.718  0.227
H: 0.937 3.455 0.740  0.398
H: 0.410 2.720 2.235  0.352
H: 1.913 2.291 1.350  0.374
H: 1.412 -0.972 0.911  0.254
H: -0.335 0.889 1.262  0.366
H: -4.304 0.140 1.236  0.247
H: -2.607 -0.936 -1.802  0.356

***

No. 3
The following is a DFT calculation (ωB97M-V/def2-TZVPD) of a single C4H6BrP molecule.

Kohn-Sham gap (alpha / beta): 7.6 / 8.0 eV
Structure (SMILES): C=CC/C=P/Br
Highest occupied orbital energy (alpha / beta): -8.503 / -8.385 eV
Energy relative to the best compared isomer or geometry (same formula, charge and spin): 269.5 kJ/mol

Last column: Mulliken charge in e.
Element x y z (Å)
C: 1.236 -0.386 1.065  -0.688
C: 0.629 0.548 0.372  -0.111
C: -1.629 0.475 -0.413  -0.470
C: -0.190 0.335 -0.779  -0.483
P: -3.038 1.665 -1.333  0.124
Br: -4.981 0.958 -0.539  -0.174
H: 1.959 -0.286 1.908  0.258
H: 1.281 -1.359 0.649  0.256
H: 0.690 1.551 0.566  0.363
H: -1.837 -0.196 0.507  0.339
H: -0.057 -0.669 -1.207  0.286
H: 0.022 0.983 -1.692  0.299

***

No. 4
The following is a DFT calculation (ωB97M-V/def2-TZVPD) of a single C2H9N3O2 molecule.

Kohn-Sham gap: 9.9 eV
Structure (SMILES): NC[C@@H](O)N(N)O
Highest occupied orbital energy: -9.061 eV
Energy relative to the best compared isomer or geometry (same formula, charge and spin): 307.0 kJ/mol

Last column: Mulliken charge in e.
Element x y z (Å)
C: -0.388 0.394 0.158  0.443
C: -0.540 -1.070 -0.352  -0.764
N: 0.987 0.935 0.203  -0.082
N: 1.498 1.173 -1.104  -0.598
N: -1.941 -1.544 -0.343  -0.690
O: 1.817 -0.036 0.881  -0.439
O: -0.942 0.478 1.474  -0.573
H: 1.937 0.394 1.748  0.351
H: -0.675 1.366 1.766  0.343
H: -1.006 1.050 -0.469  0.240
H: 2.315 1.784 -1.052  0.262
H: 1.850 0.302 -1.509  0.235
H: -2.497 -0.924 -0.932  0.260
H: -2.292 -1.380 0.605  0.298
H: -0.145 -1.167 -1.368  0.373
H: 0.023 -1.753 0.295  0.342

***

No. 5
The following is a DFT calculation (ωB97M-V/def2-TZVPD) of a molecular structure, C30H81N14O28PSi2.

Kohn-Sham gap: 8.2 eV
Highest occupied orbital energy: -8.621 eV

Last column: Mulliken charge in e.
Element x y z (Å)
C: 4.221 -0.437 0.753  -1.299
C: 3.837 -0.295 -0.716  0.935
C: 3.777 -1.619 -1.480  -0.979
C: 2.666 -2.543 -0.986  -1.055
C: 1.266 -1.969 -1.247  0.046
C: 0.617 -2.387 -2.563  -0.524
C: -0.361 -1.262 -2.987  -0.288
C: -1.658 -1.759 -3.617  0.328
C: -2.731 -2.179 -2.604  -1.220
C: -3.123 -1.099 -1.604  -1.515
C: -3.962 0.035 -2.203  1.339
C: -3.888 1.287 -1.295  -0.854
C: -3.678 2.613 -2.018  -1.040
C: -2.201 2.988 -2.156  -0.851
C: -1.383 1.930 -2.901  2.030
C: 0.133 2.236 -2.814  0.707
Si: 0.752 3.374 -4.176  0.544
C: 2.123 2.567 -5.201  -1.087
O: 1.147 4.925 -3.651  -0.502
Si: 2.171 5.021 -2.331  0.640
P: 4.005 3.756 -2.498  -0.143
N: 3.508 2.127 -2.314  -0.221
O: 4.814 4.142 -1.065  -0.465
H: 5.070 -1.096 0.902  0.029
H: 3.391 -0.751 1.380  0.368
H: 4.534 0.541 1.112  0.320
H: 4.586 0.338 -1.189  0.266
H: 2.878 0.216 -0.758  -0.386
H: 3.655 -1.364 -2.533  0.349
H: 4.725 -2.141 -1.353  0.416
H: 2.763 -3.484 -1.520  0.314
H: 2.786 -2.708 0.080  0.527
H: 0.622 -2.200 -0.402  0.231
H: 1.347 -0.884 -1.270  -0.439
H: 1.338 -2.545 -3.361  0.390
H: 0.044 -3.305 -2.437  0.405
H: 0.158 -0.665 -3.734  0.322
H: -0.551 -0.677 -2.096  -0.208
H: -2.090 -1.041 -4.313  -0.798
H: -1.402 -2.627 -4.223  0.700
H: -2.386 -3.079 -2.098  0.517
H: -3.624 -2.452 -3.166  0.379
H: -2.267 -0.710 -1.060  0.529
H: -3.755 -1.584 -0.857  0.481
H: -4.995 -0.264 -2.332  0.741
H: -3.494 0.279 -3.155  -0.904
H: -3.035 1.153 -0.629  0.427
H: -4.766 1.312 -0.658  0.177
H: -4.118 2.638 -3.015  0.211
H: -4.138 3.401 -1.425  0.451
H: -2.076 3.933 -2.692  0.498
H: -1.753 3.135 -1.177  0.085
H: -1.732 1.827 -3.925  -0.327
H: -1.520 1.001 -2.360  -1.286
H: 0.336 2.582 -1.799  0.220
H: 0.660 1.289 -2.922  -0.530
H: -0.378 3.535 -5.128  -0.410
H: 3.093 3.035 -5.078  0.421
H: 1.849 2.658 -6.249  0.429
H: 2.140 1.509 -4.961  0.276
H: 2.645 6.415 -2.214  -0.269
H: 1.363 4.761 -1.111  -0.118
H: 2.949 1.940 -1.487  0.131
H: 4.325 1.527 -2.330  0.380
H: 4.487 3.528 -0.386  0.310
C: 0.528 5.579 1.869  -0.840
N: 0.240 4.120 1.810  0.922
O: 0.469 3.448 2.799  -0.561
O: -0.208 3.684 0.770  -0.505
H: 0.920 5.812 2.852  0.309
H: 1.256 5.796 1.093  0.280
H: -0.404 6.102 1.683  0.316
C: -4.522 -1.997 -6.456  -0.631
N: -3.325 -2.782 -6.848  0.972
O: -3.461 -3.968 -7.070  -0.610
O: -2.268 -2.177 -6.909  -0.519
H: -5.377 -2.663 -6.437  0.440
H: -4.330 -1.587 -5.468  0.152
H: -4.655 -1.193 -7.183  0.249
C: 7.273 2.104 3.478  -0.810
N: 6.987 0.820 2.782  0.899
O: 7.201 0.762 1.587  -0.508
O: 6.551 -0.090 3.459  -0.472
H: 7.651 2.812 2.750  0.318
H: 6.341 2.453 3.914  0.297
H: 8.012 1.900 4.247  0.287
C: -6.697 0.232 3.184  -0.785
N: -6.569 0.808 1.816  0.849
O: -7.068 0.195 0.889  -0.513
O: -5.971 1.859 1.714  -0.500
H: -7.257 -0.693 3.111  0.345
H: -5.700 0.055 3.560  0.297
H: -7.222 0.958 3.795  0.292
C: -4.367 2.768 6.377  -0.767
N: -4.612 1.662 5.411  0.859
O: -4.056 1.716 4.335  -0.473
O: -5.357 0.768 5.774  -0.530
H: -3.691 3.479 5.919  0.317
H: -5.327 3.226 6.599  0.296
H: -3.932 2.329 7.269  0.288
C: 7.138 -3.309 2.254  -0.677
N: 6.896 -4.606 1.565  0.995
O: 6.545 -4.577 0.404  -0.541
O: 7.067 -5.619 2.221  -0.577
H: 6.948 -2.504 1.556  0.162
H: 6.461 -3.257 3.101  0.295
H: 8.173 -3.303 2.584  0.311
C: -9.787 -0.326 -1.035  -0.619
N: -10.294 -1.504 -1.791  0.946
O: -10.279 -1.451 -3.003  -0.506
O: -10.691 -2.448 -1.133  -0.577
H: -9.468 0.428 -1.742  0.232
H: -10.604 0.036 -0.417  0.316
H: -8.953 -0.659 -0.426  0.250
C: 7.755 -8.589 2.343  -0.698
N: 7.583 -10.063 2.462  0.859
O: 7.761 -10.568 3.555  -0.524
O: 7.275 -10.664 1.453  -0.519
H: 8.027 -8.192 3.313  0.314
H: 8.540 -8.411 1.614  0.281
H: 6.813 -8.173 2.003  0.292
C: -2.050 1.953 -7.507  -0.740
N: -3.093 1.020 -7.012  0.915
O: -3.117 0.806 -5.816  -0.402
O: -3.851 0.529 -7.826  -0.617
H: -1.472 2.280 -6.651  0.054
H: -1.428 1.411 -8.214  0.343
H: -2.549 2.787 -7.990  0.321
C: 0.646 1.371 5.596  -0.244
N: 0.412 2.089 6.879  0.946
O: 0.248 3.292 6.837  -0.538
O: 0.402 1.415 7.893  -0.568
H: 0.630 2.090 4.786  0.091
H: 1.615 0.885 5.666  0.061
H: -0.148 0.638 5.483  0.285
C: 4.654 0.363 7.343  -0.713
N: 4.704 1.014 6.004  0.959
O: 4.134 0.459 5.082  -0.508
O: 5.314 2.062 5.916  -0.591
H: 4.079 -0.557 7.262  0.211
H: 5.677 0.159 7.645  0.357
H: 4.182 1.067 8.024  0.328
C: 2.649 -3.458 9.467  -0.706
N: 3.737 -2.943 8.592  0.849
O: 3.422 -2.437 7.529  -0.555
O: 4.874 -3.059 8.998  -0.506
H: 1.700 -3.283 8.974  0.312
H: 2.825 -4.519 9.615  0.285
H: 2.707 -2.920 10.408  0.286
C: -6.346 1.076 -5.066  -0.416
N: -7.051 0.102 -4.185  0.981
O: -8.045 0.485 -3.604  -0.572
O: -6.578 -1.015 -4.095  -0.530
H: -6.884 2.016 -5.030  0.334
H: -5.336 1.185 -4.681  -0.127
H: -6.335 0.668 -6.073  0.296

***

No. 6
The following is a DFT calculation (ωB97M-V/def2-TZVPD) of 9 unconnected molecules or ions with the total composition H18O9.

Kohn-Sham gap: 10.3 eV
Structure (SMILES): O.O.O.O.O.O.O.O.O
Highest occupied orbital energy: -10.523 eV
Energy relative to the best compared isomer or geometry (same formula, charge and spin): 452.3 kJ/mol

Last column: Mulliken charge in e.
Element x y z (Å)
O: 3.154 -1.625 2.816  -0.537
H: 3.229 -1.323 3.583  0.226
H: 2.299 -1.335 2.625  0.330
O: -2.728 0.713 0.674  -0.592
H: -1.899 0.820 0.514  0.360
H: -2.883 1.197 1.600  0.314
O: 0.597 -0.782 -2.169  -0.895
H: 1.171 -0.360 -2.879  0.277
H: -0.472 -0.757 -2.483  0.445
O: -0.632 4.076 -0.676  -0.615
H: -0.400 3.166 -0.713  0.324
H: -1.521 4.086 -0.991  0.304
O: -0.012 0.530 0.167  -0.883
H: 0.421 -0.063 0.816  0.386
H: 0.076 0.165 -0.630  0.510
O: -1.937 -0.508 -2.469  -0.632
H: -2.291 -1.152 -1.796  0.365
H: -2.261 -0.747 -3.285  0.311
O: 0.468 -3.293 -1.278  -0.643
H: 0.588 -2.441 -1.648  0.443
H: 0.123 -2.864 -0.489  0.256
O: 0.381 -1.398 2.370  -0.616
H: -0.161 -2.088 2.133  0.272
H: -0.103 -1.054 3.089  0.300
O: 1.877 2.414 0.164  -0.653
H: 1.207 1.653 0.065  0.368
H: 1.709 2.970 0.892  0.277

***

Number 1: electronic energy -1845.40588 a.u.. Number 2: electronic energy -1105.28065 a.u.. Number 3: electronic energy -3071.26159 a.u.. Number 4: electronic energy -396.26282 a.u.. Number 5: electronic energy -4984.16934 a.u.. Number 6: electronic energy -687.85351 a.u..